Record 1
135
Properties=species:S:1:pos:R:3 method="wB97M-V/def2-TZVPD" total_charge=-2 e_above_lowest_kcal_mol=0.00
Rb -0.0196 0.8215 -0.0542
S -0.3737 0.7589 -3.6552
C 1.1417 0.2720 -4.3358
C 1.1770 -0.5116 -5.5134
C 2.3532 -0.9161 -6.1105
C 3.5860 -0.5491 -5.5725
C 3.5917 0.2205 -4.4208
C 2.4096 0.6108 -3.7951
S 2.5487 1.5351 -2.2840
C 2.3201 3.2100 -2.9757
C 1.7131 4.1552 -1.9783
C 2.4817 5.0612 -1.2590
C 1.8388 5.9294 -0.3855
C 0.4654 5.8653 -0.2629
C -0.2263 4.9267 -1.0244
C -1.7207 4.7872 -0.9758
S -2.3129 3.3826 0.0139
C -2.5800 4.1319 1.5996
C -3.8833 4.5377 1.8870
C -4.2072 5.1254 3.0976
C -3.1890 5.2945 4.0374
C -1.9029 4.8836 3.7686
C -1.5308 4.2783 2.5419
S 0.0907 3.7580 2.2960
N 0.3879 4.0954 -1.8581
H 0.2248 -0.7966 -5.9449
H 2.3090 -1.5312 -7.0035
H 4.5147 -0.8515 -6.0416
H 4.5291 0.5331 -3.9733
H 1.6278 3.1000 -3.8098
H 3.2795 3.5850 -3.3346
H 3.5576 5.0809 -1.3848
H 2.4088 6.6299 0.2127
H -0.0691 6.4878 0.4417
H -2.0659 4.5963 -1.9929
H -2.2001 5.6912 -0.5995
H -4.6457 4.3735 1.1328
H -5.2248 5.4308 3.3102
H -3.4106 5.7358 5.0041
H -1.1286 4.9903 4.5181
Cl -2.0899 0.6416 2.1309
C -2.1672 1.0558 3.8349
C -3.2820 1.7733 4.2173
C -3.4424 2.1273 5.5499
C -2.4654 1.7420 6.4548
C -1.3601 1.0278 6.0313
Cl -0.2003 0.5903 7.2680
C -1.1185 0.6330 4.6916
S 0.2465 -0.2525 4.1697
H -3.9935 2.0846 3.4631
H -4.2946 2.7144 5.8660
H -2.5450 1.9999 7.5032
C -4.5658 -3.3174 -4.5208
C -5.2106 -3.5490 -3.3102
C -4.7617 -2.9323 -2.1532
C -3.6555 -2.0842 -2.1857
C -3.0243 -1.8427 -3.4007
C -3.4801 -2.4582 -4.5637
As -3.0198 -1.0980 -0.5991
C -4.5192 0.1675 -0.6634
C -4.3834 1.1494 -1.6411
C -5.3682 2.1077 -1.8208
C -6.4953 2.1060 -1.0120
C -6.6352 1.1316 -0.0348
C -5.6555 0.1611 0.1349
C -3.5364 -2.4063 0.7655
C -4.0593 -2.0571 2.0087
C -4.2673 -3.0216 2.9877
C -3.9351 -4.3457 2.7481
C -3.3878 -4.7003 1.5224
C -3.1916 -3.7389 0.5433
H -4.9168 -3.7999 -5.4253
H -6.0698 -4.2084 -3.2682
H -5.2781 -3.1123 -1.2176
H -2.1835 -1.1551 -3.4707
H -2.9758 -2.2525 -5.5006
H -3.4912 1.1828 -2.2601
H -5.2360 2.8729 -2.5755
H -7.2559 2.8675 -1.1351
H -7.5095 1.1243 0.6056
H -5.7974 -0.6011 0.8894
H -4.2630 -1.0227 2.2483
H -4.6635 -2.7201 3.9496
H -4.0816 -5.0934 3.5181
H -3.0952 -5.7256 1.3308
H -2.7451 -4.0326 -0.3998
C 6.0664 -0.9628 -1.5208
C 5.3548 -1.6855 -0.3854
N 6.1010 -1.6262 0.8689
C 7.0920 -2.6730 1.0759
C 6.4927 -3.8787 1.7855
C 6.0900 -0.5671 1.7314
O 6.9240 -0.4489 2.6203
C 5.0096 0.4516 1.5552
C 5.3345 1.8014 1.5026
C 4.3153 2.7253 1.3629
C 3.0057 2.2668 1.2918
N 2.6833 0.9778 1.3602
C 3.6652 0.1003 1.5075
H 5.5179 -1.0828 -2.4574
H 7.0782 -1.3485 -1.6636
H 6.1254 0.1057 -1.3075
H 5.2185 -2.7432 -0.6260
H 4.3586 -1.2750 -0.2547
H 7.9069 -2.2541 1.6619
H 7.4915 -2.9592 0.0988
H 6.1037 -3.5812 2.7597
H 7.2441 -4.6568 1.9350
H 5.6705 -4.3087 1.2096
H 6.3716 2.1058 1.5765
H 4.5152 3.7873 1.3134
H 2.1790 2.9615 1.1782
H 3.3607 -0.9395 1.5996
C 1.5101 -3.7918 3.2876
C 0.2575 -3.2913 3.5766
C -0.4723 -2.6914 2.5557
N -0.0397 -2.5888 1.3038
C 1.1785 -3.0687 1.0387
C 1.9870 -3.6722 1.9880
H 2.1198 -4.2404 4.0628
H -0.1440 -3.3006 4.5798
H -1.4396 -2.2547 2.7674
H 1.5264 -2.9475 0.0214
H 2.9711 -4.0307 1.7099
Br 1.2998 -5.0189 -5.3999
C 1.3310 -3.7490 -3.9890
C 0.1463 -3.3177 -3.4295
C 0.2305 -2.3537 -2.4322
N 1.3741 -1.8321 -2.0039
C 2.4958 -2.2836 -2.5534
C 2.5409 -3.2464 -3.5504
H -0.8146 -3.6916 -3.7532
H -0.6695 -1.9846 -1.9587
H 3.4170 -1.8331 -2.2041
H 3.4791 -3.5560 -3.9870


Record 2
137
Properties=species:S:1:pos:R:3 method="wB97M-V/def2-TZVPD" total_charge=-1 e_above_lowest_kcal_mol=15.58
K 0.2847 0.7568 -0.9484
N -1.1657 -0.6807 0.2220
S -1.0212 -1.4171 1.4528
N -1.1682 -0.5481 2.8893
S -0.1966 -0.0056 3.9379
N 1.1874 0.5767 3.6685
S 1.5963 1.3680 2.1963
N 1.5451 0.5017 1.0504
C 3.2058 1.9764 2.7580
C 3.5881 1.9221 4.0930
C 4.8549 2.3526 4.4580
C 5.7242 2.8408 3.4915
C 5.3259 2.9024 2.1637
C 4.0650 2.4650 1.7868
C 0.4849 2.7789 2.4018
C -0.8066 2.6600 1.9222
C -1.7380 3.6370 2.2346
C -1.3800 4.7145 3.0307
C -0.0752 4.8355 3.4891
C 0.8643 3.8682 3.1705
C -1.2302 1.1533 4.8394
C -0.6407 1.9182 5.8332
C -1.4232 2.7970 6.5622
C -2.7820 2.9032 6.2947
C -3.3598 2.1388 5.2907
C -2.5824 1.2598 4.5546
C 0.1292 -1.1900 5.2450
C -0.9328 -1.6547 6.0082
C -0.7064 -2.6376 6.9552
C 0.5747 -3.1455 7.1380
C 1.6338 -2.6540 6.3876
C 1.4125 -1.6736 5.4342
C 0.3862 -2.4998 1.8013
C 1.5396 -2.4451 1.0429
C 2.6118 -3.2519 1.3932
C 2.5140 -4.1221 2.4685
C 1.3412 -4.1906 3.2064
C 0.2743 -3.3709 2.8768
C -2.3870 -2.5801 1.7369
C -2.6951 -3.3985 0.6627
C -3.7773 -4.2587 0.7494
C -4.5580 -4.2840 1.8979
C -4.2495 -3.4575 2.9689
C -3.1570 -2.6050 2.8893
H 2.8962 1.5448 4.8304
H 5.1642 2.3018 5.4945
H 6.7153 3.1703 3.7780
H 6.0034 3.2919 1.4154
H 3.7130 2.5380 0.7636
H -1.0847 1.8009 1.3210
H -2.7497 3.5485 1.8603
H -2.1154 5.4654 3.2917
H 0.2112 5.6844 4.0973
H 1.8841 3.9664 3.5135
H 0.4232 1.8229 6.0143
H -0.9746 3.4044 7.3369
H -3.3901 3.5950 6.8632
H -4.4154 2.2349 5.0731
H -2.9879 0.6622 3.7489
H -1.9254 -1.2487 5.8535
H -1.5300 -3.0182 7.5447
H 0.7424 -3.9414 7.8521
H 2.6299 -3.0527 6.5272
H 2.2112 -1.2819 4.8174
H 1.6042 -1.7678 0.2036
H 3.5198 -3.2065 0.8114
H 3.3542 -4.7535 2.7312
H 1.2584 -4.8676 4.0470
H -0.6400 -3.4144 3.4542
H -2.0947 -3.3366 -0.2367
H -4.0237 -4.8994 -0.0872
H -5.4121 -4.9472 1.9564
H -4.8630 -3.4680 3.8615
H -2.9067 -1.9450 3.7085
C 3.5577 -0.0194 -4.4093
C 3.1715 1.2814 -3.8056
N 2.7053 1.4472 -2.5895
C 2.3875 2.7667 -2.4511
C 2.6873 3.4371 -3.6149
N 3.2332 2.4647 -4.4627
C 2.6050 4.8419 -3.9823
O 3.5374 5.2410 -4.9189
O 1.8190 5.6447 -3.5688
C 1.6374 3.2248 -1.2003
O 2.2759 3.7075 -0.2530
O 0.4132 2.9864 -1.2997
H 2.7033 -0.6987 -4.3341
H 4.3926 -0.4565 -3.8606
H 3.8341 0.0906 -5.4584
H 3.3809 2.5668 -5.4515
H 4.2245 4.5705 -4.9963
C 3.2620 -5.6158 -1.2716
C 3.5638 -4.3030 -1.6783
C 2.5600 -3.4624 -2.0808
C 1.2149 -3.8860 -2.1200
C 0.1578 -3.0042 -2.5604
C -1.1355 -3.5182 -2.5899
C -1.4113 -4.8441 -2.2302
C -0.4198 -5.6909 -1.8058
C 0.9117 -5.2228 -1.7331
C 1.9698 -6.0604 -1.3027
H 4.0606 -6.2699 -0.9395
H 4.5928 -3.9614 -1.6671
H 2.7672 -2.4434 -2.3823
H -1.9492 -2.8660 -2.8837
H -2.4374 -5.1922 -2.2973
H -0.6372 -6.7141 -1.5204
H 1.7335 -7.0748 -0.9983
C -1.7728 4.0645 -4.6310
C -0.7710 3.3933 -5.5691
C -0.1552 2.1299 -4.9715
N -1.0903 1.0226 -4.9354
C -0.7658 -0.1796 -5.3443
S 0.4917 -1.3968 -3.1047
N -1.8255 -1.1011 -5.2790
C -3.1809 -0.9650 -5.3595
O -3.9423 -1.8729 -5.0543
C -3.7311 0.2760 -6.0050
C -3.2030 0.7347 -7.2082
C -3.8143 1.7823 -7.8774
C -4.9492 2.3815 -7.3487
C -5.4650 1.9396 -6.1392
C -4.8661 0.8792 -5.4769
H -2.0572 5.0448 -5.0161
H -1.3302 4.2019 -3.6428
H -2.6848 3.4704 -4.5320
H 0.0427 4.0941 -5.7745
H -1.2547 3.1451 -6.5184
H 0.1911 2.3612 -3.9599
H 0.6887 1.7956 -5.5738
H -1.9707 1.2263 -4.4649
H -1.5095 -2.0373 -5.0654
H -2.3182 0.2622 -7.6162
H -3.4078 2.1289 -8.8194
H -5.4346 3.1873 -7.8849
H -6.3413 2.4162 -5.7184
H -5.2706 0.5090 -4.5435